Record 1
A structure of composition C47H38CoN4OP2S2Te. Source: the OMol25 dataset; level of theory: the ωB97M-V functional and the def2-TZVPD basis.

Calculated values
HOMO-LUMO gap (alpha / beta), eV: 5.584 / 5.578
Charge: -1
HOMO level (alpha / beta), eV: -3.49 / -3.48

Last column: Löwdin charge in e.
Atoms and positions in Å:
Co  1.206  0.051  1.198  -0.15
C  2.822  0.594  -3.043  -0.04
C  1.887  0.848  -1.885  -0.23
N  1.796  0.013  -0.907  0.01
N  2.454  -1.177  -1.213  -0.08
C  2.275  -2.169  -0.405  -1.04
S  1.424  -2.228  1.070  0.71
S  3.076  -3.636  -1.036  0.88
C  1.941  -4.945  -0.504  -0.47
C  0.659  -4.977  -1.295  -0.29
C  -0.508  -4.388  -0.818  -0.07
C  -1.667  -4.387  -1.583  -0.09
C  -1.679  -4.984  -2.835  -0.11
C  -0.523  -5.586  -3.316  -0.10
C  0.633  -5.579  -2.551  -0.06
C  0.999  2.039  -2.035  -0.08
C  0.585  2.346  -3.334  -0.04
C  -0.288  3.382  -3.616  -0.09
C  -0.774  4.163  -2.581  -0.08
C  -0.389  3.891  -1.280  -0.01
C  0.484  2.843  -1.012  -0.24
O  0.884  2.531  0.258  -0.19
H  3.721  0.104  -2.682  0.08
H  3.076  1.533  -3.532  0.08
H  2.371  -0.078  -3.778  0.09
H  1.760  -4.862  0.566  0.05
H  2.507  -5.861  -0.686  0.07
H  -0.497  -3.906  0.152  0.06
H  -2.558  -3.906  -1.197  0.11
H  -2.582  -4.981  -3.433  0.10
H  -0.520  -6.058  -4.291  0.09
H  1.538  -6.034  -2.939  0.11
H  0.935  1.729  -4.150  0.11
H  -0.592  3.565  -4.639  0.10
H  -1.459  4.979  -2.775  0.10
H  -0.777  4.488  -0.469  0.10
Te  -2.476  1.816  3.308  1.33
C  -4.247  2.763  2.638  -0.55
C  -5.161  3.285  3.548  -0.14
C  -6.301  3.915  3.073  -0.17
N  -6.587  4.066  1.780  0.04
C  -5.701  3.568  0.917  -0.16
C  -4.535  2.916  1.289  -0.13
C  -1.452  1.782  1.500  -0.84
P  -0.988  0.185  0.783  0.91
C  -2.265  -0.984  1.398  -0.37
C  -3.610  -0.730  1.117  -0.12
C  -4.597  -1.606  1.529  -0.08
C  -4.253  -2.759  2.230  -0.09
C  -2.924  -3.019  2.514  -0.08
C  -1.933  -2.134  2.097  -0.11
C  -1.465  0.149  -0.984  -0.33
C  -2.247  1.123  -1.590  -0.10
C  -2.600  1.004  -2.928  -0.09
C  -2.175  -0.094  -3.663  -0.09
C  -1.390  -1.071  -3.061  -0.07
C  -1.032  -0.947  -1.728  -0.09
P  0.060  2.601  1.671  0.76
C  -0.050  4.404  1.856  -0.28
C  1.078  5.178  1.581  -0.09
C  1.016  6.560  1.657  -0.08
C  -0.175  7.187  1.996  -0.09
C  -1.306  6.425  2.250  -0.07
C  -1.245  5.040  2.181  -0.09
C  1.155  1.843  2.814  -0.34
C  2.286  2.542  3.337  -0.10
C  3.099  1.976  4.265  -0.10
C  2.857  0.661  4.737  -0.09
C  1.793  -0.039  4.261  -0.09
C  0.919  0.519  3.294  -0.23
H  -4.991  3.220  4.616  0.09
H  -7.022  4.328  3.772  0.10
H  -5.935  3.697  -0.135  0.10
H  -3.840  2.562  0.535  0.06
H  -3.883  0.162  0.565  0.09
H  -5.635  -1.392  1.304  0.10
H  -5.024  -3.449  2.551  0.10
H  -2.645  -3.913  3.057  0.10
H  -0.893  -2.348  2.315  0.05
H  -2.549  1.989  -1.011  0.08
H  -3.199  1.774  -3.399  0.10
H  -2.449  -0.185  -4.707  0.10
H  -1.051  -1.932  -3.625  0.10
H  -0.408  -1.703  -1.261  0.08
H  1.996  4.701  1.262  0.11
H  1.897  7.148  1.433  0.10
H  -0.224  8.267  2.049  0.10
H  -2.245  6.904  2.496  0.10
H  -2.137  4.458  2.355  0.05
H  2.498  3.548  3.003  0.09
H  3.948  2.533  4.641  0.10
H  3.526  0.218  5.462  0.10
H  1.600  -1.051  4.595  0.11
H  0.008  -0.030  3.081  0.05
N  4.233  0.454  1.586  0.01
C  3.099  0.266  1.443  -0.34

Record 2
A cluster of 8 separate species, C16H48N2O9 in total. Source: the OMol25 dataset; level of theory: the ωB97M-V functional and the def2-TZVPD basis.

Calculated values
HOMO-LUMO gap, eV: 8.148
HOMO level, eV: -9.08

Last column: Löwdin charge in e.
Atoms and positions in Å:
N  1.016  -1.980  3.590  0.33
H  0.799  -1.604  4.502  0.15
H  2.008  -2.114  3.462  0.12
H  0.790  -1.440  2.767  0.07
H  0.602  -2.901  3.618  0.13
N  0.388  -0.630  0.016  -0.58
O  0.427  -0.653  1.220  -0.03
O  0.278  -1.692  -0.540  0.02
O  0.369  0.453  -0.587  0.00
C  1.465  -4.366  1.516  -0.14
O  0.203  -3.754  1.308  -0.14
H  1.283  -5.298  2.050  0.09
H  1.910  -4.627  0.556  0.08
H  2.096  -3.708  2.114  0.05
H  0.311  -3.036  0.680  0.01
C  3.202  4.448  -1.364  -0.05
C  2.507  3.111  -1.335  -0.45
C  3.480  1.901  -1.438  -0.04
O  1.755  2.969  -0.123  -0.09
H  4.068  4.513  -0.705  0.08
H  2.534  5.253  -1.059  0.08
H  3.433  4.720  -2.394  0.08
H  1.748  2.997  -2.108  0.13
H  3.063  0.966  -1.065  0.06
H  4.363  2.117  -0.837  0.07
H  3.845  1.833  -2.463  0.08
H  1.112  2.263  -0.223  0.05
C  1.723  2.714  3.360  -0.05
C  3.123  2.381  2.904  -0.53
C  3.274  1.028  2.290  -0.06
O  3.434  3.333  1.961  -0.04
H  1.738  3.645  3.927  0.08
H  1.266  1.944  3.981  0.06
H  1.003  2.783  2.544  0.08
H  3.806  2.408  3.753  0.14
H  4.302  0.919  1.945  0.09
H  2.656  0.891  1.402  0.06
H  3.144  0.140  2.908  0.05
H  2.815  3.151  1.250  0.03
C  -1.955  2.009  -3.104  -0.03
C  -1.735  3.006  -1.948  -0.48
C  -2.671  4.196  -1.846  -0.04
O  -1.889  2.264  -0.767  -0.08
H  -1.701  2.581  -3.996  0.08
H  -3.001  1.717  -3.201  0.08
H  -1.324  1.125  -3.006  0.08
H  -0.706  3.366  -1.969  0.12
H  -2.462  4.898  -1.039  0.08
H  -3.706  3.863  -1.770  0.08
H  -2.584  4.817  -2.737  0.08
H  -1.281  1.521  -0.764  0.04
C  -5.691  -0.295  1.331  -0.03
C  -4.301  0.327  0.889  -0.46
C  -3.241  -0.710  0.582  -0.06
O  -4.453  1.128  -0.281  -0.08
H  -6.515  0.381  1.104  0.07
H  -5.646  -0.561  2.387  0.07
H  -5.933  -1.206  0.783  0.07
H  -3.865  1.015  1.613  0.13
H  -3.544  -1.229  -0.327  0.09
H  -3.160  -1.474  1.356  0.07
H  -2.189  -0.432  0.510  0.05
H  -3.623  1.550  -0.512  0.03
C  0.867  -4.735  -2.702  -0.04
C  -0.698  -4.750  -2.630  -0.52
C  -1.226  -5.742  -1.590  -0.05
O  -1.075  -3.486  -2.289  -0.04
H  1.192  -4.405  -1.716  0.05
H  1.220  -4.013  -3.439  0.08
H  1.135  -5.782  -2.846  0.08
H  -1.053  -5.063  -3.612  0.13
H  -1.092  -5.308  -0.599  0.07
H  -0.777  -6.734  -1.644  0.07
H  -2.290  -5.858  -1.796  0.08
H  -0.365  -3.056  -1.806  0.04

Record 3
A cluster of 2 separate species, C3H11N3O in total. Source: the OMol25 dataset; level of theory: the ωB97M-V functional and the def2-TZVPD basis.

Calculated values
HOMO-LUMO gap, eV: 8.080
HOMO level, eV: -7.12

Last column: Löwdin charge in e.
Atoms and positions in Å:
C  -0.577  -0.260  -0.736  -0.39
C  -0.485  0.181  -2.201  -0.13
N  -1.931  -0.539  -0.252  -0.04
H  -2.379  -1.303  -0.755  0.06
H  -2.520  0.279  -0.374  0.06
H  -0.023  -1.202  -0.643  0.09
H  -0.572  1.527  -0.098  0.13
H  -0.961  -0.539  -2.883  0.07
H  0.556  0.304  -2.512  0.06
H  -0.977  1.149  -2.346  0.06
N  1.519  0.290  1.522  -0.07
N  1.690  -0.902  2.243  0.03
C  0.303  0.581  1.009  -0.33
O  0.197  1.844  0.555  -0.03
H  2.313  0.770  1.109  0.15
H  2.276  -1.555  1.732  0.08
H  2.104  -0.696  3.145  0.08
H  -0.533  0.069  1.487  0.11

Record 4
A structure of composition C10H5Cl2NNdO3Y. Source: the OMol25 dataset; level of theory: the ωB97M-V functional and the def2-TZVPD basis.

Calculated values
HOMO-LUMO gap (alpha / beta), eV: 2.555 / 2.559
Charge: +4
HOMO level (alpha / beta), eV: -19.43 / -19.42
Spin multiplicity: 4

Last column: Löwdin charge in e.
Atoms and positions in Å:
Y  -2.153  -0.977  -4.313  1.44
Nd  0.495  -0.482  -0.065  1.55
Cl  -3.034  -2.743  -2.797  0.10
Cl  -1.123  1.507  -0.115  0.03
C  1.276  1.566  0.968  -0.21
C  -0.157  -2.056  -4.285  -0.05
C  -0.366  0.567  -4.134  0.01
O  1.084  2.642  1.364  0.14
O  0.968  -2.355  -4.319  0.26
O  0.648  1.118  -4.271  0.25
N  0.188  -0.881  2.141  -0.06
C  -0.197  -0.808  3.257  -0.04
C  -0.560  -0.953  4.579  -0.21
C  -1.902  -0.873  5.023  0.02
C  -2.210  -1.017  6.383  0.00
C  -1.191  -1.265  7.311  0.03
C  0.130  -1.384  6.895  0.00
C  0.439  -1.252  5.538  0.03
H  -2.699  -0.637  4.313  0.13
H  -3.235  -0.885  6.758  0.14
H  -1.397  -1.370  8.368  0.14
H  0.948  -1.559  7.601  0.14
H  1.490  -1.344  5.222  0.14

Record 5
A cluster of 3 separate species, C25H44FIN2O10P2 in total. Source: the OMol25 dataset; level of theory: the ωB97M-V functional and the def2-TZVPD basis.

Calculated values
HOMO-LUMO gap, eV: 8.094
HOMO level, eV: -9.10

Last column: Löwdin charge in e.
Atoms and positions in Å:
C  -5.011  3.046  2.933  -0.11
C  -4.140  3.499  1.757  -0.26
C  -2.614  3.484  2.065  -0.20
C  -2.299  4.365  3.301  -0.17
C  -1.153  5.402  3.127  -0.13
C  -0.037  4.975  2.199  -0.17
C  -0.100  5.389  0.891  -0.08
C  0.891  5.082  -0.057  -0.17
C  1.969  4.321  0.300  -0.54
I  3.443  3.840  -1.123  1.03
C  2.031  3.910  1.618  -0.33
F  3.112  3.198  1.942  0.03
C  1.071  4.204  2.562  -0.20
P  1.207  3.582  4.319  0.89
N  1.292  5.072  5.243  -0.18
O  2.692  2.897  4.562  -0.31
C  0.496  5.734  -1.392  -0.40
O  0.798  5.457  -2.516  0.12
N  -0.424  6.768  -0.959  -0.08
P  0.313  8.189  -0.300  0.72
O  -0.623  8.801  0.661  -0.39
C  -1.171  6.210  0.163  -0.39
O  -2.332  6.305  0.425  0.18
H  -4.824  3.638  3.836  0.06
H  -6.056  3.247  2.666  0.07
H  -4.885  1.993  3.199  0.07
H  -4.320  2.831  0.905  0.10
H  -4.366  4.518  1.420  0.10
H  -2.124  3.809  1.146  0.09
H  -2.340  2.451  2.317  0.11
H  -3.206  4.947  3.510  0.10
H  -2.154  3.749  4.195  0.11
H  -1.551  6.380  2.847  0.12
H  -0.718  5.557  4.122  0.08
H  1.286  5.835  4.568  0.03
H  2.178  5.131  5.739  0.03
H  3.390  3.555  4.423  0.05
H  0.564  9.132  -1.320  0.03
H  1.487  7.831  0.413  0.05
C  3.852  -3.141  -4.555  -0.11
O  2.776  -2.231  -4.542  -0.20
C  1.569  -2.828  -4.988  -0.20
C  0.379  -1.981  -4.589  -0.17
O  -0.031  -2.186  -3.242  -0.13
C  0.794  -1.604  -2.241  -0.19
C  0.629  -0.103  -2.124  -0.20
O  1.391  0.559  -3.120  -0.20
C  0.976  1.895  -3.300  -0.13
H  4.022  -3.531  -5.565  0.09
H  4.744  -2.612  -4.226  0.09
H  3.664  -3.971  -3.863  0.08
H  1.464  -3.832  -4.559  0.12
H  1.611  -2.903  -6.083  0.13
H  -0.473  -2.294  -5.197  0.13
H  0.553  -0.923  -4.792  0.12
H  1.840  -1.884  -2.379  0.12
H  0.459  -2.050  -1.301  0.11
H  0.996  0.228  -1.142  0.13
H  -0.431  0.158  -2.222  0.13
H  -0.061  1.930  -3.653  0.09
H  1.614  2.348  -4.057  0.09
H  1.075  2.458  -2.367  0.02
C  0.481  -9.385  2.305  -0.11
O  0.181  -8.592  1.178  -0.20
C  -1.159  -8.765  0.748  -0.21
C  -1.570  -7.637  -0.176  -0.18
O  -1.959  -6.455  0.513  -0.13
C  -0.909  -5.684  1.082  -0.18
C  -0.119  -4.896  0.058  -0.20
O  0.845  -5.724  -0.571  -0.19
C  1.321  -5.158  -1.772  -0.11
H  0.332  -10.448  2.084  0.09
H  1.525  -9.220  2.563  0.09
H  -0.141  -9.092  3.159  0.09
H  -1.834  -8.793  1.612  0.13
H  -1.222  -9.719  0.207  0.13
H  -2.463  -7.957  -0.717  0.13
H  -0.798  -7.425  -0.917  0.12
H  -0.256  -6.301  1.702  0.12
H  -1.406  -4.969  1.741  0.13
H  0.415  -4.077  0.561  0.13
H  -0.804  -4.477  -0.690  0.13
H  0.505  -5.053  -2.495  0.09
H  2.070  -5.830  -2.189  0.09
H  1.782  -4.182  -1.584  0.08

Record 6
A structure of composition C50H39F3N9O8S2Ti. Source: the OMol25 dataset; level of theory: the ωB97M-V functional and the def2-TZVPD basis.

Calculated values
HOMO-LUMO gap (alpha / beta), eV: 5.532 / 7.367
Charge: -1
HOMO level (alpha / beta), eV: -3.47 / -5.36
Spin multiplicity: 3

Last column: Löwdin charge in e.
Atoms and positions in Å:
Ti  1.514  0.429  -0.580  1.12
C  5.714  0.525  0.778  -0.06
O  5.726  1.009  -0.574  0.04
C  4.459  0.891  -0.964  -0.34
N  3.606  0.188  -0.220  0.05
C  4.329  -0.104  0.988  -0.26
C  4.504  -1.562  1.288  -0.19
C  5.040  -2.423  0.337  -0.01
C  5.448  -3.705  0.720  -0.07
C  5.175  -4.137  2.003  -0.11
C  4.637  -3.305  2.962  -0.08
C  4.309  -2.019  2.571  -0.05
C  3.977  1.409  -2.158  -0.19
C  4.727  2.079  -3.130  -0.01
C  4.061  2.582  -4.220  -0.07
C  2.656  2.401  -4.406  0.01
C  2.007  1.697  -3.437  -0.19
N  2.589  1.238  -2.286  0.06
C  0.605  1.289  -3.533  -0.30
N  0.076  0.440  -2.743  0.14
C  -1.323  0.366  -3.113  -0.24
C  -1.494  1.343  -4.346  -0.04
O  -0.115  1.815  -4.558  0.01
C  -1.912  -1.013  -3.355  -0.15
C  -3.220  -1.133  -3.857  -0.05
C  -3.840  -2.370  -3.951  -0.10
C  -3.176  -3.540  -3.554  -0.10
C  -1.943  -3.396  -2.931  -0.10
C  -1.336  -2.163  -2.815  -0.02
H  6.530  -0.180  0.837  0.12
H  5.902  1.384  1.421  0.13
H  3.870  0.382  1.866  0.13
H  5.206  -2.076  -0.671  0.12
H  5.948  -4.346  0.032  0.09
H  5.365  -5.181  2.276  0.10
H  4.360  -3.629  3.967  0.11
H  3.938  -1.326  3.328  0.12
H  5.808  2.189  -3.015  0.12
H  4.630  3.129  -4.967  0.10
H  2.104  2.724  -5.257  0.11
H  -1.867  0.776  -2.235  0.14
H  -1.765  0.813  -5.268  0.12
H  -2.169  2.251  -4.145  0.14
H  -3.742  -0.277  -4.261  0.11
H  -4.855  -2.448  -4.392  0.10
H  -3.585  -4.535  -3.701  0.09
H  -1.389  -4.307  -2.660  0.11
H  -0.360  -2.072  -2.317  0.10
C  -5.603  -1.360  1.805  -0.08
O  -4.683  -1.366  2.884  -0.13
C  -3.727  -2.370  2.926  -0.30
C  -3.071  -2.469  4.150  -0.02
C  -2.058  -3.381  4.373  -0.04
C  -1.547  -4.138  3.291  -0.28
C  -2.196  -4.058  2.076  -0.01
C  -3.274  -3.144  1.868  0.00
N  -0.536  -5.167  3.587  0.06
N  0.483  -5.301  2.888  0.07
C  0.851  -4.268  1.943  -0.27
C  1.149  -4.715  0.716  -0.04
C  1.350  -3.816  -0.334  -0.01
C  1.347  -2.444  -0.139  -0.33
O  1.391  -1.550  -1.083  -0.18
C  1.248  -1.983  1.270  -0.13
N  1.479  -0.640  1.462  0.05
C  1.493  -0.191  2.676  -0.12
C  1.138  -1.016  3.743  -0.02
C  0.836  -2.344  3.588  0.01
C  0.936  -2.903  2.293  -0.11
H  -6.361  -0.665  2.143  0.09
H  -6.048  -2.356  1.667  0.10
H  -5.164  -1.007  0.870  0.09
H  -3.504  -1.900  4.990  0.13
H  -1.666  -3.416  5.362  0.10
H  -1.858  -4.676  1.227  0.12
H  -3.733  -3.178  0.894  0.11
H  1.181  -5.769  0.570  0.11
H  1.683  -4.127  -1.320  0.12
H  1.704  0.846  2.835  0.10
H  1.072  -0.596  4.720  0.10
H  0.615  -3.005  4.417  0.11
N  -6.643  6.059  -0.498  0.09
C  -5.325  5.587  -0.555  -0.33
C  -4.361  6.178  0.221  -0.05
C  -3.058  5.827  0.123  -0.06
C  -2.699  4.804  -0.761  -0.29
C  -3.649  4.148  -1.506  -0.07
C  -4.966  4.525  -1.371  -0.03
S  -0.937  4.363  -0.860  0.58
O  -0.496  4.725  -2.184  -0.32
O  -0.338  5.067  0.266  -0.33
N  -0.828  2.756  -0.812  -0.12
C  -1.163  1.916  0.133  -0.74
S  -2.400  2.217  1.350  1.06
C  -2.279  0.594  1.860  -0.44
C  -1.340  -0.072  1.203  -0.21
N  -0.657  0.706  0.219  -0.03
H  -6.857  6.484  0.366  0.06
H  -7.311  5.314  -0.726  0.09
H  -4.683  6.955  0.882  0.11
H  -2.319  6.239  0.814  0.12
H  -3.274  3.306  -2.065  0.10
H  -5.722  3.982  -1.871  0.09
H  -2.904  0.188  2.657  0.06
H  -1.073  -1.110  1.303  0.10
F  4.294  3.893  0.390  0.14
C  2.976  4.152  0.508  -0.54
F  2.471  4.310  -0.682  0.18
F  2.871  5.379  1.147  0.10
C  2.408  2.943  1.306  -0.51
O  2.779  2.821  2.481  0.05
O  1.826  2.118  0.549  -0.10